1.
{
  "formula": "C28H35N7",
  "method": "the ωB97M-V functional and the def2-TZVPD basis",
  "homo_energy_ev": -7.74,
  "lumo_ha": 0.02355,
  "smiles": "c1cc[nH]c1.c1cc[nH]c1.c1cc[nH]c1.c1cc[nH]c1.c1cc[nH]c1.c1cc[nH]c1.c1cc[nH]c1",
  "orbital_gap_ev": 8.39,
  "energy_ev": -40024.10400,
  "e_above_lowest_kcal_mol": 202.4,
  "species": ["C", "C", "C", "N", "C", "H", "H", "H", "H", "H", "C", "C", "C", "N", "C", "H", "H", "H", "H", "H", "C", "C", "C", "N", "C", "H", "H", "H", "H", "H", "C", "C", "C", "N", "C", "H", "H", "H", "H", "H", "C", "C", "C", "N", "C", "H", "H", "H", "H", "H", "C", "C", "C", "N", "C", "H", "H", "H", "H", "H", "C", "C", "C", "N", "C", "H", "H", "H", "H", "H"],
  "positions_angstrom": [[1.385, -4.283, -1.855], [2.499, -3.501, -2.296], [3.371, -3.266, -1.182], [2.674, -3.856, -0.066], [1.516, -4.467, -0.439], [0.392, -4.392, -2.552], [2.669, -3.268, -3.287], [4.267, -2.846, -1.097], [3.166, -3.821, 0.820], [0.755, -4.929, 0.207], [5.183, -0.740, 0.633], [6.511, -1.147, 1.513], [6.221, -0.739, 2.820], [5.015, -0.170, 2.728], [4.348, -0.217, 1.579], [5.023, -0.823, -0.425], [7.445, -1.633, 1.069], [6.770, -0.863, 3.600], [4.579, 0.082, 3.712], [3.399, 0.462, 1.397], [-4.616, 0.958, -1.448], [-3.399, 1.874, -1.367], [-3.925, 3.112, -1.207], [-5.373, 2.966, -1.090], [-5.838, 1.632, -1.247], [-4.715, 0.027, -1.777], [-2.347, 1.567, -1.470], [-3.667, 4.088, -1.263], [-6.072, 3.662, -0.756], [-6.834, 1.250, -1.268], [-2.576, -2.037, 2.236], [-2.110, -1.514, 3.507], [-2.168, -0.166, 3.452], [-2.811, 0.149, 2.233], [-3.137, -0.887, 1.552], [-2.751, -3.091, 2.127], [-1.633, -2.075, 4.345], [-1.843, 0.561, 4.059], [-3.007, 1.148, 1.955], [-3.686, -0.659, 0.680], [0.957, 0.816, -1.207], [0.079, 0.442, -0.015], [0.315, -0.892, 0.364], [1.400, -1.201, -0.378], [1.806, -0.179, -1.302], [0.890, 1.649, -1.766], [-0.538, 0.979, 0.439], [-0.255, -1.712, 0.958], [2.076, -2.040, -0.191], [2.762, -0.314, -1.868], [-0.098, 3.998, 1.945], [1.031, 3.981, 0.918], [1.494, 5.254, 0.802], [0.904, 5.914, 1.873], [-0.095, 5.226, 2.581], [-0.885, 3.224, 2.281], [1.157, 3.169, 0.368], [2.333, 5.951, 0.226], [1.351, 6.769, 2.145], [-0.651, 5.747, 3.374], [-3.056, -2.245, -3.416], [-2.558, -0.950, -4.083], [-1.508, -0.521, -3.423], [-1.186, -1.408, -2.490], [-2.019, -2.389, -2.464], [-3.951, -2.891, -3.635], [-2.987, -0.465, -4.898], [-1.015, 0.396, -3.563], [-0.506, -1.248, -1.880], [-1.958, -3.241, -1.829]],
  "forces_ev_per_a": [[-1.7601, 0.8981, 0.1393], [0.9361, -1.0752, 3.7249], [-6.8340, -3.6278, -1.3325], [2.1807, 0.8093, -1.0686], [-0.8682, 0.2451, -2.4906], [2.7505, -0.1868, 2.1504], [0.4254, 0.7235, -1.7304], [3.4046, 1.5713, 0.5225], [-0.6521, -0.4352, 0.0360], [0.9281, 0.3881, -0.0514], [3.4483, -1.3134, 2.8432], [-1.8247, 0.3039, -2.2789], [-1.8300, -0.7459, -8.8522], [-2.4236, 1.6666, 7.3908], [-1.5587, 2.0398, -2.4455], [0.1293, -0.0094, -0.0614], [-1.6045, 0.8207, 0.9354], [2.9432, -0.4087, 5.0325], [0.6965, -0.4214, -3.2117], [1.9236, -1.9223, 0.6118], [-0.2942, 4.1657, 1.2851], [-2.2541, -1.7466, -0.4740], [-4.5396, -2.8573, 0.6730], [-1.3748, 0.0908, 0.2289], [5.9401, 1.6169, -0.1436], [0.7015, -4.1236, -1.0561], [-0.8128, 0.2391, -0.1026], [1.5693, 2.6122, 0.1827], [1.5329, -0.3751, -0.5817], [-0.3872, 0.3253, 0.0941], [-1.6252, 1.7945, 0.7807], [1.0897, -1.2817, -0.4602], [-1.8867, -1.3824, -3.2134], [1.2808, 5.0411, 3.1996], [0.9900, -4.3932, -0.1514], [-0.1225, -0.0537, -0.6535], [-0.5819, 0.4260, -0.9865], [1.0175, 2.4440, 2.1216], [0.2412, -1.8983, 0.3195], [-0.3992, -0.7296, -1.1026], [-2.7442, -1.4688, 4.9812], [4.5879, -4.6756, -4.5591], [-0.0077, 1.3309, -0.4596], [3.7759, -2.3122, -1.3318], [1.9210, -3.8676, 0.8833], [-0.0787, 2.8303, -1.5418], [-5.5957, 4.7460, 3.2147], [1.2099, 2.0814, -0.7535], [-2.1857, 2.1862, -0.6586], [-1.3421, 0.0020, 0.4525], [-0.0723, -0.5717, 0.6309], [-3.5611, 2.2319, 2.7006], [1.4983, 1.8321, 1.2258], [-0.0327, 1.7535, 0.0706], [2.0048, 0.0206, -2.1546], [1.8243, 0.9105, -1.0723], [0.8716, -3.2313, -2.5583], [-2.3580, -2.6860, 1.3993], [-0.5022, 0.3625, 0.3354], [0.3262, -0.6640, -0.5717], [2.3712, 2.3197, -0.5599], [-3.5782, -3.4913, 0.2864], [0.7194, 1.1591, -0.5346], [-0.2455, 0.9163, -1.3508], [-4.7083, -3.6002, -0.9662], [1.4318, 0.8635, 0.2664], [-0.8051, 0.6972, -1.0968], [0.8405, 0.7401, -0.0022], [3.5074, 0.5206, 3.1943], [0.4319, -0.1701, 0.7072]]
}


2.
{
  "formula": "C19H16ClN3OPmS2",
  "method": "the ωB97M-V functional and the def2-TZVPD basis",
  "multiplicity": 5,
  "homo_energy_ev": [-10.58, -10.58],
  "lumo_ha": [-0.20639, -0.20682],
  "orbital_gap_ev": [4.96, 4.95],
  "energy_ev": -77221.91674,
  "total_charge": 1,
  "species": ["Pm", "S", "C", "C", "N", "C", "S", "C", "N", "C", "C", "C", "C", "C", "C", "C", "O", "C", "C", "C", "H", "H", "H", "H", "H", "H", "H", "H", "H", "H", "H", "H", "Cl", "C", "C", "C", "C", "N", "C", "H", "H", "H", "H"],
  "positions_angstrom": [[1.005, 0.172, -1.603], [0.322, 2.491, -2.691], [1.915, 2.899, -3.300], [1.891, 4.016, -4.167], [1.820, 4.922, -4.864], [3.133, 2.310, -3.048], [3.512, 0.962, -1.993], [4.263, 2.838, -3.716], [5.183, 3.233, -4.272], [-2.743, -1.106, 3.108], [-2.230, -1.263, 1.719], [-0.907, -1.630, 1.470], [-0.424, -1.814, 0.183], [0.936, -2.471, 0.012], [-1.313, -1.605, -0.924], [-0.864, -1.761, -2.290], [0.319, -1.568, -2.650], [-2.678, -1.293, -0.671], [-3.664, -1.152, -1.783], [-3.092, -1.109, 0.635], [-1.961, -1.257, 3.848], [-3.531, -1.838, 3.278], [-3.183, -0.121, 3.255], [-0.243, -1.822, 2.304], [1.270, -2.839, 0.984], [1.740, -1.813, -0.393], [0.843, -3.322, -0.667], [-1.607, -2.053, -3.045], [-3.405, -0.328, -2.446], [-4.651, -0.960, -1.374], [-3.711, -2.067, -2.373], [-4.124, -0.856, 0.822], [4.126, 0.269, 3.347], [2.587, 0.709, 2.746], [1.620, 1.290, 3.566], [0.429, 1.691, 2.988], [0.214, 1.464, 1.637], [1.109, 0.845, 0.854], [2.285, 0.496, 1.404], [1.802, 1.426, 4.621], [-0.321, 2.189, 3.581], [-0.711, 1.774, 1.159], [3.039, 0.050, 0.748]],
  "forces_ev_per_a": [[1.3262, 3.0890, 0.9516], [-0.2490, -0.4093, 0.4227], [1.1567, -0.8043, 0.4387], [-0.0474, 0.1724, -0.2654], [-0.0239, 0.4349, -0.3096], [-1.4885, 0.3642, -0.0068], [-0.2687, -0.3498, 0.2537], [0.2084, 0.0503, -0.1828], [0.4493, 0.1837, -0.1919], [0.0207, -0.0476, 0.0727], [0.1773, -0.0265, -0.2394], [0.0917, -0.0647, -0.2944], [-0.1744, -0.3001, -0.1453], [0.0533, 0.2438, -0.0770], [0.1866, 0.0117, 0.4564], [-0.4443, -0.6342, -0.1117], [-1.2262, -1.8516, -0.8040], [0.2129, 0.0191, 0.0646], [-0.0909, 0.0824, -0.0897], [0.1754, -0.0175, -0.1135], [0.0207, -0.0067, 0.0434], [-0.0595, -0.0187, 0.1014], [-0.0380, 0.0729, -0.0115], [0.0043, -0.0032, 0.0404], [0.1208, 0.1330, -0.1788], [-0.2164, -0.6417, 0.4305], [0.1729, 0.1148, 0.0327], [0.2232, 0.1830, 0.0142], [-0.0452, 0.0249, -0.0841], [-0.0647, -0.0022, -0.0792], [-0.0902, -0.0201, -0.0825], [-0.1759, 0.0308, 0.0080], [0.0695, -0.0792, 0.0549], [-0.4651, 0.0983, -0.1785], [0.2397, -0.1708, -0.3200], [0.0074, -0.0430, -0.2625], [-0.0984, -0.0612, -0.0963], [0.3808, 0.0134, 0.4132], [0.1009, -0.0019, -0.0193], [0.1018, 0.0739, 0.0654], [-0.1166, 0.0340, 0.0095], [0.0649, -0.0087, 0.0559], [-0.1820, 0.1328, 0.2142]]
}


3.
{
  "formula": "C6H8N2O",
  "method": "the ωB97M-V functional and the def2-TZVPD basis",
  "homo_energy_ev": -9.99,
  "lumo_ha": -0.00073,
  "smiles": "CC1(C)OCN=C1C#N",
  "orbital_gap_ev": 9.97,
  "energy_ev": -11377.19312,
  "e_above_lowest_kcal_mol": 49.7,
  "species": ["C", "C", "C", "O", "C", "N", "C", "C", "N", "H", "H", "H", "H", "H", "H", "H", "H"],
  "positions_angstrom": [[-0.438, 0.375, 1.685], [0.148, -0.109, 0.223], [0.519, -1.557, 0.270], [1.342, 0.679, -0.057], [1.090, 1.472, -1.164], [-0.236, 1.189, -1.628], [-0.798, 0.282, -0.887], [-2.032, -0.369, -1.047], [-2.925, -1.012, -1.247], [0.060, 1.440, 1.849], [-0.033, -0.300, 2.320], [-1.593, 0.312, 1.800], [1.363, -1.871, 0.889], [0.758, -2.029, -0.773], [-0.285, -2.201, 0.779], [1.732, 1.191, -1.977], [1.325, 2.509, -1.036]],
  "forces_ev_per_a": [[-0.7119, 2.9463, -3.2746], [-0.0269, 0.9616, 2.4605], [-0.6474, -3.2976, -0.8867], [-0.7585, -0.8806, 1.0001], [-0.3631, -0.9133, -0.8494], [-2.4416, -0.6793, 0.1450], [3.8033, 2.2290, -0.3180], [2.5419, 2.0416, -0.1461], [-3.4753, -2.2959, -0.4837], [-1.5633, -2.1946, -0.1546], [1.2742, -1.8597, 2.4600], [2.0111, 0.4391, -0.4505], [0.3021, 0.9849, 0.0175], [-0.6488, 1.0093, 1.7188], [0.5824, 1.0449, -1.1414], [0.6232, -0.4254, -0.6944], [-0.5014, 0.8898, 0.5974]]
}


no.,strongest force on any atom (eV/Å)
1,9.070
2,3.494
3,4.462